A cluster of 5 separate species, C20H25Cl12IO4S in total in a non-equilibrium geometry, computed with ωB97M-V/def2-TZVPD.

Computed properties:
Structure (SMILES): C[C@H](C[C@@]1(S)OC(=O)O[C@@H]1C[C@@H](C)I)OCc1ccccc1.ClC(Cl)Cl.ClC(Cl)Cl.ClC(Cl)Cl.ClC(Cl)Cl
LUMO, eV: 0.170

```
! RIJCOSX wB97M-V def2-TZVPD def2/J DEFGRID3
* xyz 0 1
C 1.36086 -3.11690 -2.68670
C 0.91235 -1.88869 -1.85811
I 0.89533 -2.44991 0.22561
C 1.68187 -0.58895 -2.16701
C 3.01589 -0.44995 -1.47918
O 4.17737 -0.98696 -2.15490
C 5.22356 -0.42116 -1.47495
O 6.31805 -0.87453 -1.30008
O 4.85495 0.82621 -0.98893
C 3.48207 1.00824 -1.32765
S 3.48628 1.89620 -2.98150
C 2.68937 1.98335 -0.44315
C 1.74189 1.34001 0.59387
C 2.54414 0.80824 1.80330
O 0.85621 2.31117 1.13803
C -0.38588 2.36960 0.44892
C -1.33092 1.20304 0.75009
C -1.85107 0.54492 -0.34313
C -2.68987 -0.53994 -0.19067
C -2.97685 -0.94265 1.09376
C -2.48250 -0.28950 2.18906
C -1.64220 0.79604 2.02567
H 1.81289 -2.84704 -3.64560
H 1.97262 -3.82001 -2.11779
H 0.44871 -3.67887 -2.93098
H -0.13081 -1.70213 -2.12746
H 1.04341 0.27756 -1.96498
H 1.86210 -0.56634 -3.24996
H 3.12737 -0.85227 -0.46312
H 4.74220 1.66662 -3.41848
H 2.13385 2.73307 -1.01491
H 3.43693 2.54900 0.12789
H 1.20064 0.47217 0.20242
H 3.19680 -0.01177 1.49101
H 1.79567 0.41574 2.50373
H 3.07100 1.61776 2.31456
H -0.21290 2.43500 -0.63558
H -0.90964 3.27176 0.78870
H -1.59008 0.86610 -1.35146
H -3.06255 -1.05464 -1.07032
H -3.61623 -1.81436 1.21494
H -2.70620 -0.61953 3.19977
H -1.20168 1.33790 2.85814
C 4.65927 5.82001 -2.11331
Cl 3.70420 5.44984 -0.67587
Cl 3.67530 5.67934 -3.57046
Cl 5.36322 7.43403 -1.98927
H 5.46690 5.10192 -2.17902
C -6.62883 -3.46693 2.18795
Cl -6.22277 -3.72452 0.48810
Cl -5.31150 -4.01330 3.22845
Cl -6.98843 -1.76807 2.49089
H -7.51083 -4.05036 2.41892
C -0.59346 -4.81904 3.02354
Cl -2.34859 -4.66067 2.96519
Cl 0.02932 -4.28337 4.58647
Cl -0.09005 -6.47547 2.68463
H -0.18793 -4.17447 2.25465
C -6.71719 1.71748 0.42641
Cl -5.33429 0.63747 0.59882
Cl -7.82926 1.53747 1.78972
Cl -6.18295 3.39428 0.28025
H -7.24715 1.45076 -0.47893
*
```

Atom charges from the Löwdin analysis, given in e for atoms 1 to 8:
1 C -0.16
2 C -0.70
3 I 1.02
4 C -0.19
5 C -0.32
6 O 0.07
7 C -0.52
8 O 0.18

A structure of composition C13H17NSZn in a non-equilibrium geometry, computed with ωB97M-V/def2-TZVPD.

Computed properties:
LUMO, eV: 0.284

```
! RIJCOSX wB97M-V def2-TZVPD def2/J DEFGRID3
* xyz 0 1
C 0.02199 -1.16775 -2.12232
C -0.96988 -2.04417 0.53538
C 1.19893 -1.13362 -1.15360
H 0.40193 -1.08144 -3.16380
C 0.20189 -1.86862 1.24810
H -1.93864 -1.73668 0.96902
H 2.02966 -0.60025 -1.66111
H 0.12586 -1.59670 2.31424
C 1.72551 -2.50240 -0.65485
H 2.80689 -2.56617 -0.85382
H 1.31912 -3.39588 -1.15347
C -0.98105 -2.31527 -2.03306
H -0.78563 -3.06364 -2.80647
H -1.95703 -1.90769 -2.32490
C -1.10866 -2.97162 -0.65158
H -0.38346 -3.80277 -0.58493
H -2.11580 -3.43192 -0.63422
C 1.50039 -2.57350 0.85826
H 1.54430 -3.60462 1.23148
H 2.32333 -2.01242 1.32291
Zn 0.59039 0.03603 0.36326
H -0.65754 -0.29523 -2.00400
S 0.74801 1.44745 2.22203
C 0.05012 2.86395 1.56374
C -0.14491 4.01511 2.39481
C -0.67369 5.17794 1.83811
C -0.93647 5.18785 0.46077
C -0.73644 3.99958 -0.27264
N -0.30138 2.84071 0.25730
H 0.17253 3.93919 3.43304
H -0.80815 6.07258 2.45952
H -1.33459 6.07967 -0.04471
H -0.92757 4.01230 -1.35249
*
```

Atom charges from the Löwdin analysis, given in e for atoms 1 to 8:
1 C -0.26
2 C -0.08
3 C -0.36
4 H 0.11
5 C -0.26
6 H 0.12
7 H 0.07
8 H 0.11

A structure of composition C3H4BrClS in a non-equilibrium geometry, computed with ωB97M-V/def2-TZVPD.

Computed properties:
LUMO (alpha / beta), eV: -0.565 / -0.565

```
! RIJCOSX wB97M-V def2-TZVPD def2/J DEFGRID3
* xyz 0 1
C 0.32737 -0.41341 0.41484
C 0.67998 -0.27558 2.83469
C -0.31630 0.52373 -2.09748
S -0.63217 0.64211 -0.26777
Cl -0.70887 0.54838 3.30877
Br 0.51860 -2.07009 3.19011
H 1.08865 -0.79153 -0.30936
H -0.83295 1.52713 -2.36041
H -0.92786 -0.21823 -2.65567
H 0.80355 0.52749 -2.05773
*
```

Atom charges from the Löwdin analysis, given in e for atoms 1 to 8:
1 C -0.48
2 C -1.15
3 C -0.35
4 S 0.84
5 Cl 0.45
6 Br 0.53
7 H 0.01
8 H 0.05

An isolated molecule of C2H3F3O in a non-equilibrium geometry, computed with ωB97M-V/def2-TZVPD.

Computed properties:
Structure (SMILES): OCC(F)(F)F
LUMO, eV: 0.840

```
! RIJCOSX wB97M-V def2-TZVPD def2/J DEFGRID3
* xyz 0 1
C -0.23756 -0.27080 -0.63668
C 0.40142 -0.17474 0.73686
H -0.60439 1.61382 -0.67024
H 0.59131 -0.45034 -1.36162
H -0.82100 -1.19324 -0.60882
O -1.02991 0.81959 -0.97869
F -0.54795 -0.24908 1.71150
F 0.95073 1.01679 0.83486
F 1.29735 -1.11200 0.97283
*
```

Atom charges from the Löwdin analysis, given in e for atoms 1 to 8:
1 C -0.17
2 C -0.65
3 H 0.09
4 H 0.14
5 H 0.14
6 O 0.00
7 F 0.12
8 F 0.16

A structure of composition C23H36N6OPdS4, computed with ωB97M-V/def2-TZVPD.

Computed properties:
LUMO, eV: -6.306

```
! RIJCOSX wB97M-V def2-TZVPD def2/J DEFGRID3
* xyz 2 1
Pd -0.63273 -0.63079 -0.11954
C 4.84624 2.04471 -1.37952
C 3.73340 2.55873 -2.27713
N 2.56969 1.65665 -2.32478
C 1.88912 1.16936 -1.28530
S 1.21967 -0.40881 -1.49140
N 1.75507 1.83219 -0.14853
C 1.92971 3.27363 0.06849
C 1.06880 4.12577 -0.85061
H 5.67933 2.74601 -1.39156
H 5.21030 1.07862 -1.72888
H 4.51523 1.93597 -0.34587
H 4.08260 2.62907 -3.30525
H 3.41808 3.56288 -1.99168
H 2.46929 1.11292 -3.16893
H 1.33812 1.31663 0.62234
H 2.98361 3.54591 -0.00708
H 1.64359 3.43959 1.10668
H 1.27300 3.93358 -1.90299
H 1.26576 5.17914 -0.65422
H 0.00967 3.93437 -0.67562
S -2.84331 -1.04475 0.64681
C -3.04764 -1.08667 2.36300
N -2.30905 -0.34948 3.18295
C -2.43348 -0.35638 4.64330
C -3.10996 -1.63933 5.09515
C -4.37147 -1.86174 4.27773
N -4.01601 -1.84531 2.85698
H -1.59917 0.22586 2.75452
H -3.00713 0.51693 4.96015
H -1.43266 -0.27206 5.06502
H -3.35582 -1.57113 6.15311
H -2.43484 -2.48691 4.96204
H -5.11177 -1.08461 4.48144
H -4.82426 -2.82534 4.49867
H -4.54590 -2.39275 2.19709
C 2.42516 -0.18368 3.76865
S 0.85383 -0.49302 2.98716
O 0.48330 0.80817 2.30164
C 1.29669 -1.67107 1.72185
C 2.57526 -1.86757 1.23288
C 2.77843 -2.82604 0.24315
C 1.71810 -3.56186 -0.26776
C 0.43586 -3.37319 0.22983
C 0.22211 -2.44088 1.24446
H 3.10424 0.28987 3.06202
H 2.83037 -1.11863 4.15233
H 2.21905 0.49770 4.59136
H 3.41447 -1.29244 1.59782
H 3.77797 -2.99297 -0.13556
H 1.89585 -4.29752 -1.04006
H -0.39063 -3.97352 -0.12669
H -0.72477 -2.42415 1.77132
N -1.71868 2.28521 0.88362
C -2.13571 2.18294 -0.37865
S -1.54942 0.97824 -1.46218
N -2.98895 3.08403 -0.84819
C -3.56192 3.03755 -2.17261
C -4.61417 2.17261 -2.42703
C -5.16378 2.14163 -3.69843
C -4.66656 2.97494 -4.69202
C -3.61682 3.84154 -4.42137
C -3.05511 3.87336 -3.15372
H -0.97394 1.69498 1.23485
H -2.04410 3.03791 1.47007
H -3.24437 3.86404 -0.25821
H -4.99008 1.53309 -1.63864
H -5.98572 1.47258 -3.91248
H -5.10356 2.95228 -5.68089
H -3.23621 4.49306 -5.19563
H -2.23388 4.54126 -2.92559
*
```

Atom charges from the Löwdin analysis, given in e for atoms 1 to 8:
1 Pd 0.25
2 C -0.07
3 C -0.21
4 N 0.03
5 C -0.75
6 S 0.72
7 N 0.04
8 C -0.20

A structure of composition C45H51BF3N10O2S3Y in a non-equilibrium geometry, computed with ωB97M-V/def2-TZVPD.

Computed properties:
LUMO, eV: -5.799

```
! RIJCOSX wB97M-V def2-TZVPD def2/J DEFGRID3
* xyz 2 1
Y -2.50875 -0.83191 0.50240
C -1.30955 3.61479 2.22910
C -0.44405 3.22859 1.08950
C 0.07935 4.12509 0.19700
C 0.88625 3.66369 -0.87380
N 1.12605 2.38809 -1.02560
N 0.64405 1.50059 -0.15820
B 1.04215 0.05959 -0.40030
N 1.62545 -0.62711 0.80150
N 2.63435 0.11729 1.26350
C 3.32945 -0.27121 2.29370
C 3.04725 -1.52191 2.90560
C 2.01135 -2.29491 2.44790
C 1.65895 -3.59721 3.06760
C 1.23115 -1.79191 1.35990
S -0.13235 -2.59011 0.74350
C 4.43585 0.64659 2.76380
C 4.28025 0.89039 4.26860
C 4.36895 1.98259 2.01920
C 5.78585 -0.02921 2.48470
N 0.38255 -0.64201 -1.54940
N 1.67175 -0.29521 -1.71380
C 2.38195 -0.59531 -2.76180
C 1.66095 -1.18551 -3.83680
C 0.33485 -1.50171 -3.73760
C -0.43305 -2.06231 -4.86810
C -0.35395 -1.25901 -2.48320
S -1.95835 -1.66601 -2.25490
C 3.86465 -0.39471 -2.83230
C 4.40545 0.15899 -1.51640
C 4.46995 -1.78751 -3.09570
C 4.17295 0.57589 -3.98130
C -0.13875 1.84779 0.89450
S -0.71925 0.68719 1.99250
C 1.51575 4.58659 -1.89820
C 1.25615 6.06409 -1.59980
C 0.92585 4.23719 -3.27240
C 3.03065 4.33319 -1.90470
H -1.45215 4.68919 2.28310
H -0.85945 3.26079 3.15580
H -2.28355 3.12699 2.14570
H -0.12605 5.17529 0.32070
H 3.63605 -1.86891 3.73990
H 2.48025 -3.96741 3.67250
H 1.41015 -4.32751 2.30150
H 0.78605 -3.47381 3.70830
H 3.30805 1.32319 4.49180
H 5.04855 1.58049 4.60140
H 4.39055 -0.02761 4.83610
H 3.40975 2.46639 2.18500
H 4.50145 1.83649 0.95180
H 5.15745 2.63619 2.37960
H 5.87865 -0.96371 3.03030
H 6.59065 0.62789 2.80200
H 5.90695 -0.22641 1.42210
H 2.18295 -1.37621 -4.75960
H 0.18215 -2.17131 -5.75750
H -1.28035 -1.41681 -5.09740
H -0.85725 -3.03051 -4.60000
H 4.19585 -0.52731 -0.69920
H 3.95245 1.12059 -1.28930
H 5.48125 0.28709 -1.59030
H 4.18915 -2.47801 -2.30250
H 5.55325 -1.72121 -3.11360
H 4.14755 -2.20941 -4.04340
H 3.73445 1.54979 -3.77430
H 3.78695 0.22339 -4.93370
H 5.24715 0.69849 -4.07660
H 0.19455 6.29969 -1.62570
H 1.74465 6.66759 -2.35880
H 1.66815 6.35189 -0.63540
H -0.13485 4.47499 -3.30040
H 1.05515 3.17939 -3.49000
H 1.42775 4.81949 -4.03830
H 3.45735 4.55439 -0.92970
H 3.50575 4.97499 -2.63920
H 3.24185 3.29619 -2.14990
O -5.63075 0.72099 3.02100
C -4.77315 0.08479 2.46340
N -4.22055 0.34739 1.22530
C -4.77715 1.38809 0.51720
O -5.79005 1.98899 0.77660
C -3.99035 1.77859 -0.72470
C -4.56865 2.73379 -1.55570
C -3.89515 3.14209 -2.69150
C -2.64245 2.59749 -2.93950
C -2.13595 1.66199 -2.05570
N -2.78575 1.23279 -0.96530
C -4.19285 -1.13501 3.15540
C -4.81995 -1.57191 4.31730
C -4.33085 -2.68531 4.97490
C -3.21375 -3.32281 4.45080
C -2.63645 -2.81611 3.29750
N -3.10845 -1.74511 2.65170
H -5.54285 3.12069 -1.28930
H -4.32705 3.86679 -3.36530
H -2.06945 2.88109 -3.80920
H -1.15705 1.23339 -2.23610
H -5.67635 -1.02381 4.67820
H -4.80645 -3.04871 5.87340
H -2.79645 -4.19301 4.93120
H -1.76315 -3.28711 2.85800
F -6.07155 -6.93221 1.78310
C -5.85055 -6.68601 0.48390
F -7.03455 -6.69581 -0.12510
F -5.13005 -7.69871 0.00240
C -5.14655 -5.35501 0.31230
C -3.80425 -5.29511 -0.03010
C -3.20845 -4.04841 -0.12770
N -3.86075 -2.90311 0.09450
C -5.15925 -2.97591 0.39970
C -5.84465 -4.17231 0.52380
H -3.23695 -6.19311 -0.20860
H -2.15955 -3.97551 -0.39200
H -5.67175 -2.03231 0.55420
H -6.89125 -4.18461 0.78680
*
```

Atom charges from the Löwdin analysis, given in e for atoms 1 to 8:
1 Y 1.15
2 C -0.05
3 C -0.23
4 C 0.10
5 C -0.19
6 N 0.19
7 N 0.05
8 B -0.73

A structure of composition C23H50N2SSi4TeV in a non-equilibrium geometry, computed with ωB97M-V/def2-TZVPD.

Computed properties:
Expectation value of S²: 2.093
LUMO (alpha / beta), eV: -3.329 / -3.148

```
! RIJCOSX wB97M-V def2-TZVPD def2/J DEFGRID3
* xyz 1 3
V 1.33225 -0.01397 -0.12616
C 3.75782 -2.73945 -1.16647
Si 3.56670 -1.00038 -0.41457
C 4.70929 0.17989 -1.41098
C 4.32383 -0.98966 1.33884
C 5.68330 -1.24701 1.51742
C 6.26611 -1.19462 2.77450
C 5.48815 -0.88194 3.88065
C 4.13343 -0.63415 3.72234
C 3.53634 -0.68699 2.46204
Si 1.66867 -0.48009 2.23061
C 0.95443 0.77652 3.46862
C 0.93366 -2.22917 2.49236
H 4.79994 -3.06072 -1.10041
H 3.46694 -2.76778 -2.21896
H 3.15245 -3.47319 -0.63046
H 5.72774 0.11046 -1.02467
H 4.39838 1.22028 -1.29702
H 4.74673 -0.06174 -2.47616
H 6.30588 -1.49294 0.66245
H 7.32245 -1.39900 2.89398
H 5.93943 -0.84225 4.86411
H 3.53603 -0.40428 4.59863
H 1.45490 0.69309 4.43606
H -0.11290 0.62650 3.63734
H 1.09947 1.79812 3.11249
H 0.97552 -2.51827 3.54545
H 1.53704 -2.94959 1.93481
H -0.10253 -2.32959 2.15933
C -0.53821 4.40835 -0.36808
N -0.48264 3.57768 -1.56360
C -1.69725 3.59759 -2.37180
C 0.46975 2.66129 -1.74327
S 1.52718 2.25710 -0.44655
N 0.56969 2.09999 -2.96713
C 0.51010 2.92828 -4.17401
C 1.29710 0.84786 -3.14955
H -0.97956 5.36880 -0.63051
H 0.45900 4.57148 0.02619
H -1.15590 3.93843 0.40239
H -2.55349 3.54275 -1.69700
H -1.72469 2.74251 -3.04046
H -1.77716 4.51393 -2.95846
H 0.21270 3.94364 -3.93247
H -0.18793 2.50833 -4.89900
H 1.50220 2.96012 -4.62952
H 0.95707 0.10496 -2.42165
H 2.37650 0.98327 -3.05735
H 1.07186 0.46805 -4.14373
C -3.43649 -3.05361 -3.29805
Si -2.32284 -2.59952 -1.85024
C -2.89280 -3.58074 -0.34889
C -0.48518 -2.78978 -2.25306
C -2.57213 -0.72636 -1.58090
Te -1.31853 0.22747 -0.11839
C -2.39822 -0.51163 1.58104
Si -3.74080 0.73635 2.12715
C -4.63855 1.48631 0.64002
C -4.97416 -0.19382 3.19797
C -2.80503 2.11885 3.00894
H -3.36368 -4.11918 -3.52397
H -3.19181 -2.50128 -4.20699
H -4.47859 -2.84195 -3.04898
H -2.99862 -4.63405 -0.61517
H -3.87490 -3.23305 -0.01919
H -2.20595 -3.52118 0.49729
H -0.19925 -3.82587 -2.44008
H 0.13696 -2.41728 -1.43417
H -0.24632 -2.21993 -3.15548
H -3.59512 -0.48866 -1.28267
H -2.37217 -0.20541 -2.52051
H -1.67130 -0.65231 2.38148
H -2.80967 -1.48447 1.31884
H -5.31676 0.77514 0.16267
H -3.92999 1.83714 -0.11334
H -5.24096 2.33837 0.96010
H -5.41898 -1.02049 2.64015
H -5.78393 0.46300 3.52081
H -4.50688 -0.61101 4.09175
H -1.93562 2.42777 2.42204
H -2.44128 1.78956 3.98451
H -3.42826 2.99908 3.17474
*
```

Atom charges from the Löwdin analysis, given in e for atoms 1 to 8:
1 V 0.01
2 C -0.22
3 Si 0.53
4 C -0.22
5 C -0.32
6 C -0.10
7 C -0.08
8 C -0.08

What are the M values for these records? In order: 913.8, 284.7, 187.5, 100.0, 647.3, 1016.9, 677.6 g/mol.